A structure of composition C10H9ClIIrNO in a non-equilibrium geometry, computed with ωB97M-V/def2-TZVPD.

XYZ file:
```
24
C10H9ClIIrNO, DFT ωB97M-V/def2-TZVPD
Ir -0.894 1.687 -0.522
C -1.347 3.988 -1.743
H -1.368 2.781 -1.718
H -2.331 4.246 -1.286
H -1.379 4.337 -2.788
H -0.559 4.733 -1.362
H -1.973 1.806 0.714
Cl 1.875 -4.321 1.047
C 1.499 -2.828 0.305
C 2.021 -2.548 -1.007
C 1.757 -1.351 -1.663
I 2.446 -0.991 -3.599
C 0.962 -0.371 -0.992
O 0.535 0.693 -1.590
C 0.500 -0.640 0.297
N -0.423 0.238 0.753
C -1.038 0.089 1.987
C -0.794 -1.082 2.702
C 0.045 -2.046 2.223
C 0.693 -1.870 1.010
H 2.637 -3.290 -1.505
H -1.711 0.908 2.310
H -1.355 -1.178 3.643
H 0.202 -2.988 2.784
```

Values from the calculation:
Highest occupied orbital energy (alpha / beta) in eV: -13.13 / -16.85
Expectation value of S²: 8.787
Charge: +2
Spin multiplicity: 6

=====

A structure of composition C27H49HgNP2 in a non-equilibrium geometry, computed with ωB97M-V/def2-TZVPD.

XYZ file:
```
80
C27H49HgNP2, DFT ωB97M-V/def2-TZVPD
P 2.854 -3.223 -0.774
P 1.101 1.457 -0.284
C 2.452 -1.553 -1.717
C 2.480 -0.320 -0.855
H 1.497 -1.696 -2.252
H 3.289 -1.574 -2.448
H 2.542 -0.617 0.207
H 3.332 0.353 -1.064
C -0.079 2.620 -1.164
H -0.251 3.594 -0.656
H -1.082 2.157 -1.275
H 0.243 2.848 -2.190
C 2.330 2.702 0.179
H 2.162 3.676 -0.295
H 3.242 2.193 -0.134
H 2.379 2.839 1.270
C 1.216 -3.999 -1.216
H 1.009 -4.865 -0.575
H 1.210 -4.347 -2.253
H 0.376 -3.301 -1.108
C 3.911 -4.125 -1.978
H 4.616 -3.427 -2.435
H 3.338 -4.629 -2.764
H 4.485 -4.872 -1.410
Hg -1.292 -1.691 -2.756
C -0.313 0.223 -3.828
C -1.714 0.285 -3.819
C -2.513 -0.119 -5.034
C -2.093 -1.480 -5.684
C -1.421 -2.439 -4.712
C -0.028 -2.430 -4.408
C 0.955 -1.506 -5.077
C 0.466 -0.043 -5.077
C -1.171 -1.343 -0.684
H 0.241 0.577 -2.954
H -2.224 0.927 -3.097
H -2.488 0.705 -5.771
H -3.565 -0.286 -4.725
H -3.033 -1.994 -5.966
H -1.514 -1.320 -6.610
H -1.886 -3.428 -4.653
H 0.364 -3.365 -4.005
H 1.215 -1.846 -6.099
H 1.884 -1.562 -4.485
H 1.351 0.616 -5.195
H -0.167 0.082 -5.970
H -1.270 -0.300 -0.398
H -0.257 -1.704 -0.202
H -2.036 -1.851 -0.240
C 1.788 1.328 6.660
C 1.121 1.731 5.379
C 1.386 3.000 4.827
C 0.767 3.428 3.642
C 1.077 4.795 3.083
C -0.154 2.592 3.035
C -0.500 1.299 3.562
C 0.207 0.898 4.743
N -1.396 0.549 2.914
C -2.669 0.067 3.519
C -2.445 -0.855 4.707
C -3.549 1.221 3.982
C -3.395 -0.725 2.427
H 2.854 1.569 6.629
H 1.353 1.852 7.520
H 1.669 0.256 6.824
H 2.100 3.671 5.326
H 0.515 5.579 3.611
H 2.146 5.011 3.201
H 0.809 4.851 2.021
H -0.653 2.895 2.115
H 0.038 -0.099 5.139
H -2.055 -0.313 5.574
H -3.389 -1.323 5.005
H -1.738 -1.653 4.457
H -3.691 1.937 3.166
H -4.525 0.840 4.293
H -3.094 1.757 4.823
H -3.560 -0.084 1.550
H -4.367 -1.080 2.793
H -2.794 -1.590 2.116
```

Values from the calculation:
Highest occupied orbital energy (alpha / beta) in eV: -7.00 / -5.72
Spin multiplicity: 1

=====

A structure of composition C15H26BBr3Cl3ILiMgNO14PS in a non-equilibrium geometry, computed with ωB97M-V/def2-TZVPD.

XYZ file:
```
68
C15H26BBr3Cl3ILiMgNO14PS, DFT ωB97M-V/def2-TZVPD
C 2.158 -0.053 5.497
C 1.789 0.917 4.290
B 0.594 1.955 4.592
O 0.907 3.126 5.373
O -0.750 1.838 4.113
S -1.621 0.695 4.978
O -0.942 0.448 6.289
O -1.413 -0.742 4.060
I -1.404 -2.248 5.445
H 3.113 -0.596 5.192
H 1.394 -0.847 5.711
H 2.430 0.498 6.454
H 1.599 0.254 3.389
H 2.726 1.545 4.083
H 1.459 2.876 6.134
Li 4.073 2.695 4.187
Cl -2.779 -1.332 7.557
C -0.959 -3.520 -0.899
O -0.623 -2.473 -1.817
P -0.350 -0.937 -1.082
O -0.518 -0.179 -2.388
O 1.238 -1.306 -0.831
C 1.981 -1.916 -1.880
O -0.143 0.497 -0.151
C -0.519 0.373 1.220
H -1.072 -4.448 -1.454
H -0.164 -3.643 -0.154
H -1.897 -3.283 -0.395
H 1.572 -1.704 -2.866
H 2.010 -2.998 -1.718
H 3.007 -1.542 -1.840
H 0.079 -0.403 1.707
H -1.581 0.123 1.299
H -0.341 1.325 1.719
Mg -4.106 -1.488 4.504
O -6.955 -3.058 5.331
H -7.555 -2.599 5.926
C 1.179 1.188 -4.775
C 2.196 0.456 -5.581
N 2.991 -0.114 -6.206
H 0.912 2.120 -5.274
H 0.285 0.575 -4.659
H 1.583 1.415 -3.788
C -4.979 1.248 9.423
Br -6.122 0.726 7.951
Br -4.940 3.172 9.659
Br -5.455 0.332 11.062
H -3.969 0.936 9.166
O -3.616 -4.292 -1.523
H -3.054 -3.768 -2.106
H -4.299 -4.638 -2.109
C 6.131 3.267 -10.192
C 5.641 3.985 -9.123
C 5.198 3.119 -7.950
O 4.803 3.564 -6.885
C 5.241 1.659 -8.115
C 5.720 0.940 -9.192
C 6.263 1.809 -10.321
O 6.795 1.366 -11.326
O 5.754 -0.293 -9.323
O 5.536 5.220 -9.024
H 6.481 3.804 -11.068
H 4.843 1.121 -7.261
C -7.577 -1.312 1.521
Cl -8.455 -1.824 0.075
Cl -5.828 -1.349 1.255
H -7.874 -0.296 1.772
H -7.822 -1.984 2.342
```

Values from the calculation:
Highest occupied orbital energy in eV: -3.17
Charge: -1
Spin multiplicity: 1

=====

A structure of composition C21H21N9O3PReS, computed with ωB97M-V/def2-TZVPD.

XYZ file:
```
57
C21H21N9O3PReS, DFT ωB97M-V/def2-TZVPD
Re 0.116 1.251 -0.932
C 2.862 2.821 3.539
N 2.535 2.091 2.301
C 3.370 1.179 1.708
C 2.756 0.753 0.573
N 1.545 1.404 0.482
C 1.433 2.216 1.551
P 0.035 3.358 1.849
C 0.033 4.088 0.174
N 0.067 3.361 -0.956
C 0.056 4.247 -2.009
C 0.019 5.509 -1.500
N 0.005 5.392 -0.137
C -0.033 6.527 0.801
C -1.294 2.141 1.525
N -1.343 1.322 0.456
C -2.525 0.616 0.522
C -3.185 1.020 1.639
N -2.407 1.970 2.248
C -2.796 2.693 3.472
H 3.423 3.720 3.294
H 3.465 2.170 4.166
H 1.947 3.073 4.066
H 4.321 0.915 2.138
H 3.089 0.033 -0.156
H 0.078 3.937 -3.041
H 0.002 6.469 -1.990
H -0.033 7.443 0.220
H 0.848 6.509 1.438
H -0.941 6.483 1.398
H -2.809 -0.117 -0.214
H -4.134 0.714 2.048
H -3.357 3.586 3.205
H -1.908 2.954 4.039
H -3.418 2.034 4.070
O 1.079 -8.594 0.047
S -0.280 -8.094 -0.162
O -0.669 -7.248 0.940
O -1.179 -9.171 -0.474
C -0.221 -7.017 -1.615
N -0.244 -7.613 -2.796
C -0.197 -6.814 -3.851
C -0.133 -5.424 -3.727
C -0.104 -4.925 -2.437
N -0.141 -5.728 -1.371
C -0.018 -3.481 -2.098
C 0.017 -2.462 -3.054
C 0.098 -1.155 -2.640
N 0.115 -0.798 -1.330
C 0.085 -1.787 -0.401
C 0.028 -3.110 -0.747
H -0.209 -7.287 -4.825
H -0.097 -4.804 -4.611
H -0.005 -2.668 -4.114
H 0.136 -0.348 -3.367
H 0.110 -1.475 0.635
H 0.008 -3.881 0.013
```

Values from the calculation:
Highest occupied orbital energy (alpha / beta) in eV: -16.76 / -16.71
Expectation value of S²: 3.779
Charge: +3
Spin multiplicity: 4

=====

Number 1: total energy -1377.76875 a.u.. Number 2: total energy -1948.73379 a.u.. Number 3: total energy -12067.24850 a.u.. Number 4: total energy -2348.14883 a.u..